Record 1
The molecule C28H56N2O5 at a distorted geometry. Source: the Open Molecules 2025 dataset; level of theory: the ωB97M-V functional and the def2-TZVPD basis.

The geometry in ORCA input format:
```
! wB97M-V def2-TZVPD RIJCOSX def2/J DEFGRID3
* xyz 0 1
C 3.223 3.639 2.336
C 1.882 3.759 1.675
C 0.581 3.829 2.724
C -0.760 3.255 1.975
C -1.157 4.076 0.589
C -1.217 5.704 0.768
C -2.736 6.347 0.506
C -3.130 6.442 -1.083
C -4.344 7.484 -1.439
N -4.408 8.719 -0.565
O -0.692 1.827 1.595
C -0.412 0.962 2.751
C -0.968 -0.579 2.613
C -2.193 -0.748 3.730
C -3.464 0.253 3.405
C -3.856 1.175 4.724
C -4.351 2.701 4.338
O -4.520 3.179 3.102
O -4.655 3.612 5.474
O -1.417 -0.938 1.259
C -0.779 -2.179 0.772
C -1.582 -3.434 1.452
N -3.100 -3.190 1.528
C -0.787 -2.144 -0.865
C -1.589 -3.372 -1.591
C -0.753 -4.772 -1.738
C 0.854 -4.605 -2.013
C 1.211 -4.243 -3.605
C 2.846 -4.242 -3.730
C 3.405 -3.966 -5.267
C 4.810 -3.107 -5.132
C 6.124 -4.035 -4.778
C 6.194 -4.559 -3.226
O 7.559 -4.736 -2.693
C 7.445 -5.297 -1.306
H 3.533 4.543 3.046
H 3.890 2.692 2.168
H 1.734 3.846 0.516
H 0.887 3.241 3.700
H 0.512 4.966 3.040
H -1.710 3.370 2.685
H -2.183 3.687 0.119
H -0.326 3.763 -0.205
H -0.888 6.105 1.817
H -0.536 6.196 -0.075
H -2.675 7.446 0.967
H -3.510 5.770 1.174
H -2.192 6.655 -1.771
H -3.507 5.357 -1.401
H -5.367 6.905 -1.332
H -4.188 7.874 -2.553
H -4.588 8.432 0.441
H -3.481 9.240 -0.561
H 0.776 0.874 2.818
H -0.758 1.480 3.762
H -0.095 -1.289 2.993
H -2.510 -1.874 3.889
H -1.731 -0.370 4.761
H -3.305 0.917 2.433
H -4.424 -0.412 3.164
H -4.737 0.646 5.331
H -2.943 1.306 5.467
H -5.650 3.776 5.544
H 0.361 -2.285 1.104
H -1.230 -3.475 2.592
H -1.336 -4.488 1.006
H -3.399 -3.337 2.534
H -3.620 -3.954 1.009
H 0.320 -1.988 -1.216
H -1.364 -1.144 -1.172
H -2.643 -3.618 -1.121
H -1.822 -3.006 -2.703
H -1.197 -5.325 -2.698
H -0.880 -5.529 -0.853
H 1.342 -5.679 -1.839
H 1.408 -3.884 -1.255
H 0.803 -5.175 -4.229
H 0.696 -3.243 -3.952
H 3.339 -5.279 -3.403
H 3.253 -3.449 -2.958
H 3.631 -4.958 -5.867
H 2.588 -3.341 -5.827
H 5.064 -2.555 -6.159
H 4.669 -2.326 -4.261
H 6.185 -4.928 -5.565
H 7.072 -3.351 -4.950
H 5.602 -5.589 -3.115
H 5.604 -3.761 -2.576
H 6.353 -5.663 -1.062
H 8.180 -6.201 -1.122
H 7.728 -4.430 -0.563
*
```

Values from the calculation:
- E_tot: -43144.4716 eV
- HOMO: -7.7 eV

---

Record 2
A cluster of 16 separate species, C28H57BCl30F9IN4O2PS in total at a distorted geometry. Source: the Open Molecules 2025 dataset; level of theory: the ωB97M-V functional and the def2-TZVPD basis.

The geometry in ORCA input format:
```
! wB97M-V def2-TZVPD RIJCOSX def2/J DEFGRID3
* xyz 1 1
C 5.822 -0.771 2.004
O 4.976 -0.183 1.020
C 4.580 -1.074 0.006
C 3.177 -1.706 0.208
C 2.155 -0.823 0.936
I 2.482 -0.652 3.036
C 1.959 0.500 0.201
C 1.114 1.573 0.892
C -0.303 1.196 1.349
C -1.393 1.482 0.293
C -2.517 0.432 0.270
C -3.340 0.592 -0.987
F -2.586 0.328 -2.074
F -3.756 1.869 -1.092
C -4.565 -0.385 -1.023
F -5.119 -0.416 0.179
F -4.077 -1.585 -1.280
S -5.971 -0.021 -2.274
F -7.000 -0.810 -1.367
F -5.687 -1.344 -3.095
F -4.957 0.758 -3.221
F -6.281 1.321 -1.471
F -7.140 0.333 -3.264
N 1.306 0.118 -1.120
C 2.100 -0.820 -2.018
N 3.099 -0.056 -2.720
C 2.595 -2.062 -1.218
P 1.074 -3.101 -1.063
N -0.206 -2.198 -0.794
B 3.696 -2.973 -1.997
N 3.524 -4.416 -1.823
O 4.747 -2.450 -2.690
H 6.834 -0.895 1.606
H 5.423 -1.729 2.356
H 5.855 -0.078 2.850
H 5.326 -1.875 -0.112
H 4.592 -0.516 -0.935
H 3.252 -2.651 0.763
H 1.199 -1.346 0.886
H 2.921 0.964 -0.048
H 1.038 2.436 0.214
H 1.721 1.903 1.741
H -0.527 1.805 2.232
H -0.357 0.158 1.704
H -1.838 2.460 0.501
H -0.953 1.561 -0.710
H -2.092 -0.575 0.255
H -3.157 0.565 1.144
H 1.198 0.984 -1.657
H 0.369 -0.303 -0.960
H 1.359 -1.167 -2.751
H 2.786 0.238 -3.639
H 3.430 0.744 -2.192
H 1.328 -4.083 -0.097
H 1.004 -3.801 -2.272
H -0.737 -2.501 0.018
H 3.965 -4.820 -1.001
H 3.906 -4.908 -2.628
H 4.556 -2.037 -3.545
C 4.123 -0.285 -6.369
Cl 3.401 -1.695 -5.551
Cl 3.448 1.231 -5.776
H 5.189 -0.296 -6.178
H 3.903 -0.370 -7.427
C -4.116 -5.086 1.312
Cl -2.410 -4.620 1.230
Cl -4.324 -6.719 1.946
H -4.630 -4.390 1.963
H -4.522 -5.057 0.307
C -6.315 -8.074 4.652
Cl -6.305 -7.950 6.414
Cl -6.012 -9.726 4.094
H -7.288 -7.764 4.291
H -5.536 -7.435 4.258
C -5.206 4.414 0.127
Cl -3.728 4.635 1.084
Cl -6.475 5.561 0.565
H -4.955 4.559 -0.917
H -5.570 3.408 0.301
C 4.288 3.750 -1.238
Cl 2.626 3.591 -1.843
Cl 5.240 2.307 -1.612
H 4.753 4.607 -1.709
H 4.245 3.863 -0.162
C 9.085 1.372 3.776
Cl 8.040 2.600 4.499
Cl 8.802 1.202 2.032
H 10.115 1.672 3.927
H 8.861 0.414 4.229
C 8.900 6.279 3.485
Cl 8.076 6.858 2.028
Cl 8.760 7.408 4.835
H 8.453 5.337 3.777
H 9.951 6.154 3.254
C -10.416 6.981 1.367
Cl -8.862 7.742 1.007
Cl -11.661 8.166 1.780
H -10.741 6.438 0.488
H -10.282 6.317 2.212
C -3.313 -5.140 -3.115
Cl -1.875 -4.665 -2.198
Cl -3.918 -6.727 -2.629
H -4.086 -4.407 -2.917
H -3.062 -5.167 -4.168
C 9.391 -2.760 2.671
Cl 7.921 -3.680 2.325
Cl 9.344 -2.032 4.285
H 10.238 -3.433 2.627
H 9.480 -1.962 1.943
C -4.134 5.866 -3.708
Cl -2.377 6.035 -3.677
Cl -4.647 4.198 -3.395
H -4.555 6.502 -2.938
H -4.493 6.151 -4.689
C 11.902 3.769 6.483
Cl 10.864 5.100 6.981
Cl 11.735 3.447 4.744
H 12.935 4.028 6.679
H 11.610 2.876 7.023
C 2.523 1.367 -10.389
Cl 3.619 1.951 -9.128
Cl 2.308 -0.386 -10.301
H 1.558 1.838 -10.244
H 2.944 1.616 -11.355
C -14.974 7.521 3.828
Cl -16.622 7.314 3.224
Cl -14.931 7.966 5.537
H -14.446 6.583 3.707
H -14.497 8.309 3.257
C -8.778 -12.426 3.172
Cl -7.551 -13.529 2.537
Cl -10.228 -12.384 2.160
H -9.061 -12.761 4.163
H -8.355 -11.429 3.207
*
```

Values from the calculation:
- E_tot: -469042.1183 eV
- HOMO: -11.4 eV

---

| no. | Kohn-Sham gap (eV) |
| --- | --- |
| 1 | 7.9 |
| 2 | 9.3 |